(1)
{"formula": "CF4N2S", "method": "ωB97M-V with the def2-TZVPD basis set", "largest_force_ev_per_a": 3.1, "de_lowest_kj_mol": 205.29, "homo_energy_ev": [-10.41, -8.81], "species": ["C", "N", "N", "F", "F", "F", "F", "S"], "xyz": [[-0.583419, 0.019506, 0.736889], [-0.960504, 0.942974, -0.104599], [1.289859, -0.597178, -0.645397], [-0.085465, 1.452718, -1.116233], [-2.264590, 1.363121, -0.226137], [2.453096, -0.216448, -0.014618], [1.232515, -1.957790, -0.412951], [-1.081492, -1.006903, 1.783047]], "forces_ev_per_a": [[0.267, 1.481, -2.623], [1.739, -0.670, 0.650], [0.699, -0.887, 0.433], [-2.540, -0.350, 1.714], [0.861, 0.236, -0.789], [-0.819, -0.379, -0.285], [0.184, 1.011, 0.004], [-0.391, -0.441, 0.895]]}

=====

(2)
{"formula": "C30H36FeNO3", "method": "ωB97M-V with the def2-TZVPD basis set", "largest_force_ev_per_a": 3.2, "homo_energy_ev": [-0.66, -2.08], "total_charge": -1, "s2": 6.13, "spin_multiplicity": 5, "species": ["C", "O", "C", "O", "C", "C", "C", "C", "N", "C", "C", "C", "C", "C", "C", "H", "H", "H", "H", "H", "H", "H", "H", "H", "H", "H", "H", "H", "H", "H", "H", "H", "H", "H", "C", "O", "C", "C", "C", "C", "C", "C", "C", "C", "C", "C", "Fe", "C", "C", "C", "C", "C", "C", "C", "H", "H", "H", "H", "H", "H", "H", "H", "H", "H", "H", "H", "H", "H", "H", "H", "H"], "xyz": [[3.206108, 2.392664, 2.716991], [2.684505, 1.271859, 1.993317], [1.734246, 0.614610, 2.687094], [1.363690, 0.980570, 3.793150], [1.216274, -0.597617, 1.949835], [2.194680, -1.795415, 2.079457], [1.329060, -3.031678, 2.313849], [-0.127668, -2.534308, 2.439330], [-0.053211, -1.072609, 2.409553], [-1.196275, -0.278265, 2.247799], [-1.420545, 0.795457, 3.062247], [-2.702878, 1.531875, 3.222235], [-3.804511, 0.996598, 2.303634], [-3.202912, 0.479266, 0.992847], [-2.254191, -0.693226, 1.231383], [4.022939, 2.766706, 2.102923], [2.429855, 3.156361, 2.840861], [3.568004, 2.085872, 3.703939], [1.143592, -0.301842, 0.891375], [2.780127, -1.862664, 1.155868], [2.886676, -1.643378, 2.922526], [1.415642, -3.741458, 1.481956], [1.625790, -3.554857, 3.230945], [-0.736111, -2.928315, 1.602397], [-0.588330, -2.910903, 3.373222], [-0.701760, 0.954833, 3.853958], [-3.021835, 1.428296, 4.274687], [-2.521328, 2.612113, 3.059522], [-4.333166, 0.178407, 2.810252], [-4.539191, 1.784796, 2.116252], [-3.984946, 0.194133, 0.282817], [-2.619456, 1.293377, 0.540291], [-1.755287, -1.000921, 0.298849], [-2.811641, -1.574891, 1.592540], [-1.526353, -3.803448, -2.580655], [-2.594518, -2.857082, -2.729866], [-2.290460, -1.536279, -2.605765], [-3.318859, -0.643824, -2.967349], [-3.101196, 0.708731, -2.900035], [-1.886129, 1.244220, -2.376340], [-1.701752, 2.642223, -2.352360], [-0.484881, 3.298620, -1.948603], [0.228421, 4.443375, -2.558017], [1.240434, 4.894654, -1.614468], [1.175023, 4.048339, -0.433937], [0.134381, 3.069862, -0.640797], [-0.585998, 4.924830, -0.831158], [-2.432924, 4.927001, -0.130465], [-2.343469, 5.735320, -1.328088], [-1.333343, 6.749566, -1.114668], [-0.789096, 6.567966, 0.216572], [-1.466236, 5.435370, 0.827810], [-0.851666, 0.320743, -2.041365], [-1.045884, -1.040933, -2.150172], [-1.996202, -4.745558, -2.851511], [-0.689117, -3.580465, -3.258412], [-1.165780, -3.831044, -1.541139], [-4.255476, -1.059206, -3.293375], [-3.860133, 1.403306, -3.234761], [-2.363836, 3.231306, -2.994696], [0.072755, 4.800328, -3.573331], [1.962823, 5.686906, -1.791436], [1.821667, 4.091330, 0.437317], [-0.162914, 2.252095, 0.008430], [-3.177801, 4.150718, 0.072667], [-3.017705, 5.675110, -2.188177], [-1.087293, 7.561724, -1.806386], [-0.051314, 7.206154, 0.707028], [-1.343990, 5.081674, 1.855083], [0.128614, 0.689378, -1.755071], [-0.246738, -1.727757, -1.892905]], "forces_ev_per_a": [[0.145, 0.240, -0.137], [-0.359, -0.364, 0.485], [-0.386, 0.668, 1.330], [0.888, -0.563, -1.168], [0.137, -0.167, -0.819], [0.313, 0.485, 0.006], [-0.371, -0.240, 0.057], [-0.254, 0.119, -0.272], [0.818, -0.737, 0.725], [-1.751, 1.298, 1.032], [0.402, -2.090, -0.011], [-0.219, 0.469, -0.339], [0.062, -0.041, -0.065], [-0.034, 0.144, -0.134], [0.445, 0.047, 0.159], [-0.079, 0.061, 0.060], [0.195, -0.167, -0.044], [-0.076, 0.034, -0.201], [0.179, 0.106, -0.032], [0.015, -0.051, 0.312], [-0.186, 0.013, -0.321], [0.001, 0.125, 0.215], [-0.003, 0.097, -0.249], [0.116, 0.115, 0.212], [0.071, 0.328, -0.307], [0.087, 0.144, -0.249], [0.183, 0.124, -0.272], [-0.204, -0.309, -0.003], [0.041, 0.032, -0.063], [-0.013, -0.098, -0.079], [0.063, 0.055, 0.035], [-0.157, -0.109, -0.104], [-0.238, 0.175, 0.186], [0.098, 0.167, -0.017], [-0.717, 0.650, -0.036], [0.500, -1.131, 0.007], [0.540, 0.950, 0.319], [0.803, -0.278, 0.225], [0.410, -0.011, 0.527], [0.001, -0.374, -0.237], [0.936, 0.925, -0.971], [1.116, -1.154, -0.827], [0.493, -1.221, -0.225], [0.968, -1.103, -0.562], [0.722, -1.085, -0.652], [1.279, -0.518, -0.339], [-0.188, -0.573, -0.177], [-1.811, 0.286, 1.708], [-0.028, 2.380, -0.929], [-2.617, 0.526, -1.620], [-0.718, 0.521, 3.125], [0.244, 1.221, 0.955], [-0.327, 0.324, -0.045], [-1.048, -0.554, -0.464], [0.252, -0.158, 0.086], [-0.184, -0.019, 0.136], [-0.038, -0.035, -0.219], [-0.227, -0.080, -0.217], [-0.110, 0.035, 0.059], [0.015, -0.165, 0.176], [-0.026, 0.038, 0.271], [-0.071, -0.200, -0.011], [-0.035, 0.096, -0.186], [0.118, 0.204, 0.123], [0.198, 0.487, -0.067], [0.426, -0.032, 0.334], [-0.163, -0.326, 0.369], [-0.449, -0.061, -0.131], [0.009, 0.148, -0.443], [-0.193, 0.110, 0.056], [-0.008, 0.067, -0.044]]}

=====

(3)
{"formula": "C25H24As2Br2N3O8PtS", "method": "ωB97M-V with the def2-TZVPD basis set", "largest_force_ev_per_a": 0.7, "homo_energy_ev": -10.51, "total_charge": 1, "species": ["Pt", "Br", "C", "C", "C", "N", "C", "C", "C", "C", "C", "Br", "C", "C", "N", "H", "H", "H", "H", "H", "H", "C", "O", "C", "O", "C", "C", "As", "C", "C", "C", "As", "C", "C", "O", "O", "C", "C", "O", "O", "C", "C", "O", "O", "C", "H", "H", "H", "H", "H", "H", "H", "H", "H", "H", "H", "H", "H", "H", "H", "H", "H", "H", "S", "C", "N"], "xyz": [[0.404925, 0.303904, 2.503051], [-3.773700, 5.142548, 0.670594], [-2.560979, 3.803467, 1.151949], [-1.394581, 3.619678, 0.423227], [-0.542719, 2.605362, 0.804655], [-0.799677, 1.799152, 1.842667], [-1.907275, 2.009609, 2.585389], [-2.815239, 2.999678, 2.251219], [-2.030121, 1.168549, 3.798055], [-3.184287, 1.083135, 4.549364], [-3.194261, 0.242797, 5.655397], [-4.746188, 0.084999, 6.687853], [-2.060014, -0.480324, 5.977586], [-0.940613, -0.342061, 5.177119], [-0.923696, 0.468353, 4.119630], [-1.151699, 4.245083, -0.422550], [0.377331, 2.411191, 0.270032], [-3.692298, 3.167950, 2.856844], [-4.071958, 1.633784, 4.279307], [-2.038514, -1.150228, 6.823945], [-0.033881, -0.896027, 5.376945], [4.743554, 2.732529, -0.613842], [3.587214, 2.021019, -1.100013], [3.177141, 1.023413, -0.325761], [3.570694, 0.799775, 0.791855], [2.082785, 0.213213, -0.940243], [2.017826, -0.124605, -2.225916], [0.517713, -0.906040, -3.220401], [1.324905, -2.650259, -3.604770], [-0.716781, -1.401290, -1.777296], [-0.666752, -1.095359, -0.481150], [0.981451, -0.606437, 0.423921], [1.885332, -2.305545, 0.578276], [-1.729651, -1.358699, 0.560626], [-1.531505, -2.176256, 1.414602], [-2.779647, -0.527512, 0.662439], [-3.076347, 0.440310, -0.344768], [-1.958485, -2.103650, -2.258305], [-2.830503, -2.494400, -1.527823], [-1.953696, -2.252420, -3.581412], [-3.086239, -2.957069, -4.132165], [3.201166, 0.127080, -3.124402], [4.326274, -0.154487, -2.817167], [2.816667, 0.592068, -4.312673], [3.868657, 0.774363, -5.281803], [5.023808, 3.410844, -1.412502], [5.545900, 2.029621, -0.401772], [4.491092, 3.282164, 0.290762], [2.153265, -2.487546, -4.293500], [0.574300, -3.263370, -4.098413], [1.686698, -3.150089, -2.709912], [1.989825, -2.723097, -0.421206], [1.302436, -2.965892, 1.217394], [2.859275, -2.110666, 1.023556], [-4.104074, 0.743449, -0.164859], [-3.004615, 0.027367, -1.345583], [-2.416316, 1.303898, -0.256048], [-2.913150, -2.992134, -5.201919], [-4.002663, -2.417673, -3.903983], [-3.137739, -3.958145, -3.709944], [3.369668, 0.871549, -6.239958], [4.541189, -0.079931, -5.271592], [4.424849, 1.679657, -5.046904], [1.767934, -3.558143, 4.543848], [1.618263, -2.121122, 3.875160], [1.537728, -1.051080, 3.383286]], "forces_ev_per_a": [[-0.511, -0.017, 0.253], [-0.005, 0.000, 0.000], [0.043, 0.004, -0.005], [0.008, 0.045, 0.043], [0.008, -0.064, 0.010], [0.032, 0.037, 0.052], [0.041, 0.078, 0.052], [0.037, -0.004, 0.029], [-0.028, -0.034, -0.031], [0.028, 0.001, -0.007], [0.020, -0.005, 0.006], [0.006, 0.006, -0.007], [-0.008, 0.016, 0.011], [0.046, 0.038, 0.068], [0.104, 0.096, -0.065], [0.004, 0.011, -0.008], [-0.015, 0.023, -0.032], [-0.021, 0.003, -0.012], [-0.018, -0.007, -0.005], [0.001, -0.001, 0.008], [-0.008, 0.006, -0.014], [0.006, 0.023, 0.016], [0.013, -0.018, 0.008], [0.041, -0.061, 0.025], [0.017, -0.034, -0.019], [-0.228, 0.190, 0.003], [-0.027, -0.062, -0.022], [-0.028, 0.000, -0.018], [0.024, 0.004, 0.000], [-0.071, -0.043, 0.042], [0.099, 0.094, -0.059], [0.642, -0.243, -0.132], [-0.077, -0.010, 0.031], [-0.005, 0.042, 0.048], [0.013, -0.071, -0.066], [0.026, -0.077, 0.025], [-0.012, 0.005, -0.042], [0.011, 0.057, 0.030], [-0.030, 0.029, -0.039], [0.008, -0.049, 0.002], [-0.002, -0.002, -0.001], [-0.019, 0.088, 0.032], [0.007, -0.005, -0.018], [-0.001, -0.049, -0.020], [0.014, 0.025, -0.002], [-0.008, 0.001, 0.012], [-0.004, 0.006, -0.016], [0.004, -0.014, -0.001], [0.000, -0.012, 0.007], [0.006, 0.006, 0.002], [-0.006, 0.006, 0.000], [0.013, 0.010, 0.011], [-0.016, 0.022, 0.001], [0.001, -0.009, -0.006], [0.010, 0.018, 0.011], [-0.040, -0.036, -0.007], [-0.048, -0.082, -0.058], [-0.007, -0.004, 0.002], [0.004, -0.009, -0.004], [-0.006, 0.007, -0.007], [0.007, 0.014, 0.006], [-0.015, 0.005, -0.016], [0.012, -0.019, 0.004], [0.005, 0.010, 0.029], [0.036, -0.161, -0.031], [-0.130, 0.180, -0.107]]}

=====

(4)
{"formula": "C4H12NO", "method": "ωB97M-V with the def2-TZVPD basis set", "largest_force_ev_per_a": 3.7, "de_lowest_kj_mol": 285.91, "smiles": "C[NH2+][C@@H](C)CO", "homo_energy_ev": -14.47, "total_charge": 1, "species": ["C", "N", "C", "C", "C", "O", "H", "H", "H", "H", "H", "H", "H", "H", "H", "H", "H", "H"], "xyz": [[-1.924055, -0.048929, 0.808060], [-1.143959, -0.279267, -0.481660], [0.335240, 0.136106, -0.122888], [0.911734, -0.764494, 0.910496], [1.380235, 0.238469, -1.298031], [1.818555, 1.547024, -1.169142], [-2.811658, -0.724352, 0.949971], [-2.272178, 1.032681, 0.848970], [-1.353942, -0.086928, 1.764358], [-1.392924, 0.392508, -1.213527], [-1.295633, -1.347898, -0.733239], [0.150711, 1.138469, 0.305775], [2.005840, -0.562831, 1.044142], [0.496439, -0.654745, 1.901821], [0.952513, -1.828130, 0.557161], [2.350268, -0.326533, -0.959539], [0.830528, 0.128702, -2.304271], [0.962286, 2.010148, -0.808458]], "forces_ev_per_a": [[-1.812, 1.617, 1.095], [0.867, -1.998, 1.640], [0.177, -1.129, -0.348], [1.591, -1.280, 0.572], [-0.523, -0.156, 0.657], [-2.288, 2.752, 0.833], [0.954, 0.647, -0.672], [0.144, -1.369, -0.555], [0.154, -0.566, -1.275], [-0.639, -0.756, -0.053], [0.719, 2.903, 0.029], [0.063, -0.400, -0.181], [-0.952, 0.302, -0.171], [-0.215, -0.364, 0.129], [-0.487, 0.735, 0.404], [-2.247, 0.020, -1.719], [1.363, -0.721, 1.093], [3.130, -0.237, -1.478]]}

=====

Calculated values (eV) of calculated total energy for the records, taken in order: -25711.282; -73704.858; -323003.088; -7871.328.